Entry from the OMol25 dataset: an isolated molecule of C21H26N2O5S (wB97M-V/def2-TZVPD).

XYZ file:
```
55
Properties=species:S:1:pos:R:3:lowdin_charge:R:1
C -0.84916 4.46056 -1.44407 -0.0364
H 0.08387 4.73640 -1.92751 0.0678
H -1.64965 4.47648 -2.17943 0.0868
H -1.07181 5.19378 -0.67102 0.0860
C -0.71647 3.06320 -0.83116 -0.6371
N 0.38162 3.01500 0.13183 -0.0776
S 1.97735 3.11700 -0.33990 0.6576
O 2.14069 3.73319 -1.62935 -0.2981
O 2.66764 3.68934 0.77994 -0.2843
C 2.46126 1.39969 -0.46859 -0.2861
C 2.34357 0.58421 0.64019 -0.0403
C 2.80267 -0.71966 0.57584 -0.0204
C 3.37988 -1.20943 -0.59322 -0.2336
C 3.47235 -0.37559 -1.70281 -0.0197
C 3.02052 0.93148 -1.64045 -0.0504
H 3.10588 1.60255 -2.48044 0.1138
H 3.91967 -0.74637 -2.61378 0.1182
C 3.87532 -2.62529 -0.66860 -0.1333
H 4.70650 -2.68723 -1.37308 0.1179
H 4.22652 -2.95194 0.31129 0.1253
C 2.76531 -3.58859 -1.13047 -0.0892
C 1.69232 -3.67191 -0.05643 -0.4847
O 1.77804 -4.43522 0.87892 0.0744
N 0.67546 -2.78527 -0.24634 0.1327
C -0.43349 -2.53651 0.57103 -0.2158
C -1.33971 -1.57113 0.14785 0.0599
C -2.46257 -1.27498 0.90509 -0.1994
C -2.67303 -1.93120 2.12082 -0.2047
C -1.77279 -2.90722 2.52671 0.0168
C -0.66612 -3.21762 1.76316 -0.0065
H 0.02184 -3.97887 2.08699 0.0996
H -1.95996 -3.41620 3.45812 0.1234
O -3.74348 -1.63994 2.92984 -0.0264
C -4.38260 -0.43044 2.59152 -0.1500
C -4.58655 -0.34640 1.07960 -0.1447
H -5.09217 0.57801 0.79737 0.1323
O -3.33948 -0.33658 0.42044 -0.0505
H -5.17878 -1.20961 0.74680 0.1398
H -5.33623 -0.42431 3.12107 0.1330
H -3.77205 0.42228 2.92029 0.1384
H -1.19954 -1.04144 -0.78225 0.1168
H 0.73278 -2.18859 -1.05967 0.1412
H 3.19352 -4.58403 -1.25192 0.1229
H 2.35184 -3.25751 -2.08405 0.1172
H 2.72638 -1.36143 1.44114 0.1260
H 1.91009 0.98488 1.54192 0.1192
H 0.23843 3.61475 0.93008 0.1144
C -0.42320 2.02996 -1.91699 -0.0365
H 0.44574 2.33511 -2.49192 0.0702
H -1.27677 1.93850 -2.58360 0.0937
H -0.22426 1.06357 -1.45943 0.0702
C -1.99901 2.68897 -0.08339 -0.0333
H -2.19056 3.39528 0.72150 0.0846
H -1.91369 1.69150 0.33689 0.0680
H -2.84392 2.70480 -0.76638 0.0910
```

Output
Kohn-Sham gap   8.627 eV
HOMO level   -8.1 eV
Multiplicity   1
Energy relative to the best compared isomer or geometry (same formula, charge and spin)   2.2554 eV
E   -1699.74069 Eh